1.
Below is a molecular structure, C4H4GaLiO5, with properties calculated with ωB97M-V/def2-TZVPD.

Structure (XYZ):
```
15
Properties=species:S:1:pos:R:3:mulliken_charge:R:1
C -0.3313 -0.5036 1.5120 -0.436
C -1.2155 -0.4178 0.2821 -0.849
Ga -0.1083 0.9093 -0.8403 0.758
H -2.1643 0.0558 0.5873 0.492
H -0.5593 -1.3559 2.1666 0.350
O 1.4766 1.2118 0.1280 -0.530
Li 3.3996 1.7062 0.0197 0.889
O -0.7575 0.6205 -2.5927 -0.202
C -1.5443 -0.0064 -3.2099 0.737
O -2.3897 -0.8052 -3.2854 -0.098
C 1.9122 0.2035 0.8118 1.009
H -1.5073 -1.4370 -0.0163 0.478
H -0.3981 0.4211 2.1043 0.376
O 3.1080 0.1359 1.1292 -0.682
O 1.0792 -0.7383 1.2033 -0.292
```

Calculated values
Total charge = +2
ΔE to the lowest compared entry with this formula, charge and spin = 0.0 kJ/mol

2.
Below is 14 unconnected molecules or ions with the total composition C21H56F12N12O22P2, with properties calculated with ωB97M-V/def2-TZVPD.

Structure (XYZ):
```
125
Properties=species:S:1:pos:R:3:mulliken_charge:R:1
N -3.4707 -3.4074 -2.1976 0.384
O 0.2478 5.0295 -4.3229 -0.619
F -3.7441 -2.2776 0.3823 -0.493
H -0.6453 0.4014 -2.7479 -0.098
O -0.0940 -2.1266 -6.3431 -0.489
O 1.1552 4.3713 6.4331 -0.528
O -0.8868 0.2432 5.7606 -0.750
O -1.1771 2.2766 0.8251 -0.684
H 5.3280 1.4617 2.4269 0.377
H 1.6150 -2.4127 -3.8209 0.211
H -5.2404 3.0858 1.5119 0.346
C -2.3863 -4.0634 -4.4615 -1.013
H 7.3378 -1.1198 0.3072 0.433
H -4.2927 3.4247 3.0704 0.416
H 0.7205 3.6696 2.6984 -0.004
F -2.6024 -3.3142 2.1981 -0.413
O 3.7607 -1.2825 2.2836 -0.694
C -6.0016 0.6562 4.9483 -0.975
N 0.0215 1.1892 -0.9962 1.654
H 3.1475 -3.3067 -4.3974 0.457
C -0.3416 1.4509 0.4872 0.299
O 3.0066 0.0628 -0.7526 -0.481
H 0.5815 0.5717 -4.9021 0.060
H 4.4218 -5.0359 -0.0048 0.343
O -7.0027 1.5245 3.0087 -0.436
H 2.8294 -5.3761 -0.5350 0.371
O 2.2498 0.0067 -2.7554 -0.584
C 0.7709 -1.3495 -6.0630 0.566
C 1.8374 2.4225 5.1042 -0.355
F -3.7994 1.9883 -0.6598 -0.329
C -5.9451 1.2601 3.5112 0.678
H 1.3318 1.4654 5.2320 0.279
H -4.5227 0.7293 1.8843 -0.131
H 0.6545 5.3495 3.2453 0.387
C 0.0921 4.4180 3.1812 -0.592
O 1.9048 -1.8873 3.0976 -0.706
H 2.0274 2.3815 4.0317 -0.214
F -5.6264 0.7334 0.0938 -0.375
C 0.5299 0.1543 -5.9077 -0.961
F -4.1665 -1.5882 2.4487 -0.408
H 5.6760 -1.0425 -0.2391 -0.096
N -4.5220 1.3350 2.6926 0.971
C 3.7635 -4.9223 -0.8661 -1.373
H 0.2003 2.1144 -1.3596 0.588
C 0.9465 3.6264 5.4993 0.400
C 6.6486 0.9116 0.1546 0.428
O -1.8819 -2.0668 -3.3046 -0.166
H 1.1953 1.4150 1.8147 -0.544
H 2.7065 2.3128 5.7528 0.519
H -1.9935 -4.6684 -1.3757 0.279
H 4.1766 -5.5485 -1.6568 0.425
O 4.2682 0.5694 -2.3284 -0.844
H 0.6295 -2.7366 -1.1279 0.132
H -0.8604 4.6657 2.7127 0.386
H -0.6627 2.9659 4.4999 -0.042
O 4.0194 -2.8651 -2.0788 -0.436
C -1.1094 0.4565 -1.7632 0.184
H -3.3982 2.7684 1.7359 -0.085
H -0.0150 0.2036 2.2168 -0.029
H 3.6296 1.3579 1.5929 -0.117
H 1.4716 -3.7432 -4.9295 0.353
N -0.1195 3.9266 -3.9762 0.826
N -1.7164 0.5784 4.9655 0.874
O -1.4025 1.3241 4.0423 -0.355
H -4.4499 -3.4441 -2.4425 0.490
C 3.5220 -3.4479 -1.1127 0.772
C -4.4002 2.8356 2.1597 -0.466
H -3.3748 -4.6000 -0.3674 0.328
N 2.9021 -1.1986 3.1562 1.186
N -0.2261 3.8713 4.5987 0.467
C -2.5490 -3.1037 -3.3820 0.421
H -0.8154 4.5249 5.0943 0.394
O 2.1744 5.1960 -0.7182 -0.632
H -3.3829 -5.6440 -1.8669 0.375
F -1.9519 -1.2335 2.8856 -0.351
O 2.3869 4.5068 1.2468 -0.721
H -5.3734 1.1550 5.6863 0.289
C 4.6406 1.7629 1.6364 -0.442
H 1.2620 -4.0990 -0.1698 0.578
O -0.0580 3.6128 -2.7407 -0.592
N 2.2060 4.2854 0.0401 0.827
H 0.5650 -2.6454 0.6297 0.315
F -6.5748 0.9257 -1.8987 -0.385
H 2.2126 -2.4075 -6.6317 0.381
F -5.9711 2.6658 -0.7113 -0.430
H -1.4792 -3.7861 -4.9986 0.123
H 4.5434 2.8485 1.6227 0.432
H -5.7299 -0.3968 4.8739 0.212
C 6.6511 -0.5642 -0.3314 -0.517
O -2.9267 0.3733 5.1737 -0.701
H 2.9679 -1.3270 -5.6452 0.388
F -1.4176 -1.8385 0.7380 -0.351
N 2.1695 -1.9386 -5.7382 -0.040
H -1.2519 -0.5175 -1.2951 -0.002
H 5.3692 2.3833 -0.2735 0.498
O 2.1367 3.1140 -0.3135 -0.353
H -3.5217 -2.5545 -1.6590 -0.150
F -2.8656 -0.2681 1.0333 -0.183
H 7.0860 -0.5932 -1.3305 0.319
C 1.1505 -3.0155 -0.2120 -0.945
N 2.6370 -2.6478 -0.1236 1.182
H 4.6841 1.0916 -0.4962 -0.534
F -4.7407 2.0645 -2.6558 -0.411
O 3.1421 -0.3968 4.0429 -0.707
N 5.2747 1.5030 0.2124 0.585
H -7.0342 0.8242 5.2543 0.383
H -0.4468 0.4035 -6.3226 0.396
H 2.9445 -2.8147 0.8238 0.505
N 3.1691 0.1924 -1.9776 0.990
F -4.4491 -0.0716 -1.7553 -0.377
O -0.4274 3.1219 -4.8855 -0.675
O 7.6579 1.6031 0.2342 -0.516
H 0.9648 -0.2101 0.9168 -1.079
H 0.9315 0.7514 -1.0147 -1.199
H -3.7283 1.0050 3.2230 -0.228
H -2.0039 1.0704 -1.8686 0.069
C 2.1423 -2.9445 -4.6129 -0.843
H -2.0418 -5.0572 -4.1758 0.368
P -2.8063 -1.8148 1.6251 1.442
H 1.2949 0.6682 -6.4897 0.439
H -3.2486 -4.1198 -5.1259 0.358
C -3.0825 -4.6998 -1.4127 -0.719
P -5.1521 1.3327 -1.2766 1.221
H 2.8925 -1.6781 -0.2443 -1.115
C 0.5249 0.6672 1.3912 1.727
```

3.
Below is a molecular structure, C34H35N2O4P2PdS, with properties calculated with ωB97M-V/def2-TZVPD.

Structure (XYZ):
```
79
Properties=species:S:1:pos:R:3:mulliken_charge:R:1
H 5.4810 3.5178 -0.1014 0.443
H -2.2111 -1.0898 0.2578 -0.062
C 0.2693 0.6643 3.8679 -0.865
C 6.4110 1.6620 0.4422 -0.502
H 2.8374 -1.8824 2.5186 0.200
H 7.4080 2.0815 0.4673 0.391
H 2.0637 -2.0416 4.8386 0.448
C 6.2240 0.3145 0.7254 -0.686
H 4.8108 -1.2780 0.9144 0.234
C 2.1975 -1.6681 -0.3834 -1.475
H -0.4259 1.3963 4.2581 0.535
H 1.7214 -2.0394 -3.6179 0.323
C -4.2839 -0.2939 2.7043 -0.844
C -1.8671 4.6045 -0.6053 0.397
H -3.5809 -0.1446 -0.0823 0.251
H 3.2001 2.5604 -0.1711 0.522
C 0.1830 -1.1771 -2.3783 0.217
C -0.5567 -6.0039 -1.0929 -0.652
H -1.3671 -4.1832 -0.2943 0.371
C -0.4899 4.0556 -0.4036 0.187
O -0.4557 3.0368 0.4736 -0.720
P 2.1852 -0.0126 0.3674 0.334
C 3.8633 0.5884 0.3775 0.656
H -4.1400 -2.2371 3.3776 0.194
H 2.4814 -3.8772 -2.1713 0.287
C -0.3573 0.4670 -4.5524 -0.782
C 0.6538 -0.4830 -4.6283 -0.753
H 2.8085 -1.5604 -1.2841 0.608
H -1.4927 -0.1961 -1.4359 -1.250
C 1.6755 -1.2622 4.1967 -0.752
C -0.5430 -4.6438 -0.8235 -0.512
Pd -0.6731 1.4406 -0.6392 1.180
H -3.4778 7.5848 -0.6516 0.400
C 1.6053 -0.1671 2.0542 1.045
H -1.3991 -6.6070 -0.7818 0.421
N -3.1510 -0.7792 0.5967 0.209
C 2.1065 -1.1703 2.8839 -0.523
C -0.8408 -0.2368 -2.3204 2.280
H -2.7789 0.9525 1.7332 0.167
C -4.2394 4.2941 -0.9027 -0.961
H -5.0875 3.6373 -1.0519 0.431
C -2.9980 -0.0976 1.9167 -0.036
C -2.0611 5.9791 -0.5758 -0.777
C 4.0492 1.9391 0.0876 -0.536
C 1.6187 -4.4630 -1.8759 -0.419
H -4.1478 0.1149 3.7081 0.390
H 1.2370 -0.5793 -5.5341 0.435
C 4.9493 -0.2253 0.6951 -0.303
S -2.7947 1.9999 -0.9569 -0.704
C 0.9271 -1.3061 -3.5442 -0.612
C 0.6937 0.7608 2.5497 -0.902
O 0.4969 4.5255 -0.9130 -0.587
H 2.4352 -6.2815 -2.6560 0.417
C -1.1130 0.5932 -3.3950 -0.661
H 0.4991 -7.6514 -1.9661 0.402
C -4.4214 5.6668 -0.8509 -0.548
H 7.0711 -0.3129 0.9676 0.421
P 0.5031 -2.1066 -0.8785 1.480
C 0.5108 -6.5902 -1.7565 -0.505
C 0.7520 -0.3466 4.6868 -0.501
C -3.3339 6.5137 -0.6886 -0.595
N -4.6470 -1.7120 2.6750 -0.535
H -1.9062 1.3256 -3.3219 0.504
H -5.0857 0.2763 2.2307 0.425
O 1.3410 0.8545 -0.5277 -0.487
H 0.4226 -0.4137 5.7155 0.421
C 1.5996 -5.8213 -2.1463 -0.756
H -5.4187 6.0754 -0.9482 0.388
H -2.1418 -0.5572 2.4105 0.003
H 2.6168 -2.4592 0.2377 0.765
C 5.3301 2.4707 0.1237 -0.653
H -1.1978 6.6208 -0.4578 0.468
C -2.9623 3.7565 -0.7824 1.332
H -0.5567 1.1104 -5.3983 0.436
H -5.6329 -1.8477 2.8540 0.225
O -0.5333 -1.7489 0.1502 -0.898
H -3.7534 -1.5959 0.7763 0.598
H 0.3421 1.5762 1.9256 0.859
C 0.5420 -3.8669 -1.2186 0.659
```

Calculated values
Total charge = +1
ΔE to the lowest compared entry with this formula, charge and spin = 94.1 kJ/mol

4.
Below is C11H13BN2O5S in the gas phase, with properties calculated with ωB97M-V/def2-TZVPD.

Structure (XYZ):
```
33
Properties=species:S:1:pos:R:3:mulliken_charge:R:1
H -0.6203 1.3082 -3.7270 0.299
H -1.9690 -2.6835 0.3921 0.273
O -2.3345 -2.0967 -2.3910 -0.128
O -1.7717 2.4040 -0.7938 -0.643
B 3.5321 -0.8069 2.6435 0.702
H -3.5235 -3.0279 -0.2349 0.443
H -2.2294 1.2248 -4.3710 0.445
H 3.2383 0.4065 4.5030 0.331
H -1.3270 0.7259 2.0117 0.296
C 0.3773 0.5049 0.8684 0.739
H 4.2214 0.5312 0.3036 0.410
C 0.9372 1.2267 -0.1917 -0.499
O 3.6499 -0.3296 3.9539 -0.697
C 1.2366 -0.1099 1.7904 -0.753
H 0.3157 1.7600 -0.8859 0.572
H -3.3100 -1.5104 0.7874 0.258
C 2.5767 -0.1372 1.5578 0.108
C -2.2099 -0.1164 -1.3672 0.854
N -2.0835 -1.1534 -3.3002 -0.618
H 0.8216 -0.5803 2.6557 0.467
C -1.9257 0.0116 -2.7074 0.355
O -3.3849 0.9355 0.7259 -0.708
H -1.8557 2.1794 -2.8597 0.309
C -2.8599 -2.1899 0.0224 -1.194
N -0.9953 0.4989 1.0827 -0.244
C 2.3023 1.2543 -0.3259 -0.718
S -2.1391 1.1392 -0.0688 1.195
O 4.5179 -1.7157 2.2245 -0.503
C 3.1500 0.5329 0.4902 -0.777
H 5.0777 -1.8610 2.9774 0.307
C -2.5170 -1.4478 -1.2116 0.002
H 2.7487 1.8667 -1.0918 0.406
C -1.6469 1.2559 -3.4627 -1.287
```

Calculated values
ΔE to the lowest compared entry with this formula, charge and spin = 0.0 kJ/mol

| no. | calculated total energy (Eh) |
| --- | --- |
| 1 | -2462.71879 |
| 2 | -5026.77335 |
| 3 | -2935.79212 |
| 4 | -1335.73799 |